Record 1
C22H42F3N3O8 | wB97M-V/def2-TZVPD

## Properties
LUMO energy (spin up / spin down) = 2.01 / 2.00 eV
spin multiplicity = 2
charge = -1
⟨S²⟩ = 0.7528
relative energy (zero: lowest compared OMol25 entry of this formula, charge and spin) = 0.0 kcal/mol
gap between HOMO and LUMO (spin up / spin down) = 1.5 / 6.8 eV

The geometry in XYZ format:
```
78
Properties=species:S:1:pos:R:3:mulliken_charge:R:1
C 0.89955 0.83932 -2.82423 0.23
C 0.93403 0.40618 -4.24473 0.26
N 0.91864 0.04666 -5.31359 -0.55
H 1.80845 1.42998 -2.70970 0.32
H 0.92375 -0.02870 -2.16540 0.07
H 0.04602 1.43975 -2.50946 -0.29
C 0.97499 -4.19775 1.61996 -0.80
C 1.49755 -2.94455 1.09113 0.46
N 1.87455 -2.01534 0.53020 -0.44
H 1.12706 -4.12745 2.69700 0.24
H 1.65767 -4.97238 1.27066 0.37
H -0.06081 -4.37384 1.32977 0.21
C -1.70321 -0.71987 0.56937 0.58
C -2.11378 0.38617 1.47759 0.21
N -2.44241 1.22264 2.19544 -0.59
H -2.34315 -0.77298 -0.31141 0.00
H -1.87024 -1.60452 1.18384 -0.09
H -0.66958 -0.47641 0.32353 -0.09
C -2.13543 -2.70692 3.64966 -0.90
O -1.02478 -1.86834 3.37885 -0.08
C -0.56117 -0.82436 4.34524 -0.72
C 0.79831 -0.41307 3.88537 0.13
O 1.38250 0.47761 4.90986 -0.44
C 2.35071 1.40971 4.28267 -0.29
C 3.80873 1.10221 4.64629 -0.32
O 4.68983 2.11858 4.22269 -0.34
C 5.76865 2.34593 5.09536 -0.71
H -3.11101 -2.25249 3.47693 0.29
H -2.16382 -3.08202 4.67268 0.35
H -1.99454 -3.63322 3.09267 0.25
H -0.40786 -1.22990 5.34530 0.40
H -1.19665 0.06059 4.37880 0.29
H 0.83751 0.01014 2.88166 0.11
H 1.43594 -1.29185 3.78902 0.03
H 2.13756 2.40011 4.68489 0.30
H 2.13084 1.58635 3.22979 0.21
H 3.97453 0.08220 4.29961 0.20
H 3.87238 1.00794 5.73035 0.33
H 6.68159 2.76251 4.66980 0.25
H 6.03138 1.45040 5.65846 0.31
H 5.40151 3.07586 5.81683 0.31
C 0.57318 -4.40038 -5.65646 -0.82
O -0.09678 -3.71745 -4.56689 -0.30
C -1.39463 -3.18791 -4.89904 -0.28
C -2.14064 -2.80332 -3.61601 -0.95
O -2.22645 -1.49142 -3.23730 -0.11
C -3.21413 -0.77411 -3.96297 -0.72
C -3.56558 0.40679 -3.15298 -0.34
O -4.01677 -0.05202 -1.89587 -0.32
C -4.68780 0.86032 -1.02022 -0.45
H 0.21723 -5.38960 -5.94430 0.31
H 1.60392 -4.57281 -5.34671 0.27
H 0.56718 -3.82489 -6.58214 0.32
H -1.91049 -3.87352 -5.57130 0.33
H -1.12719 -2.23214 -5.34967 0.25
H -1.67428 -3.29227 -2.76070 0.40
H -3.08651 -3.33279 -3.50163 0.52
H -4.17585 -1.25194 -4.14977 0.36
H -2.78872 -0.46994 -4.91932 0.37
H -4.27001 0.93887 -3.79233 0.49
H -2.74118 1.09821 -2.97858 0.11
H -5.17101 0.34705 -0.18884 0.25
H -5.44157 1.47246 -1.51540 0.36
H -3.86662 1.37952 -0.52607 -0.04
C -1.03239 3.49023 -0.28399 -1.09
C 0.31635 3.49088 0.44663 -0.17
O 1.19936 4.37023 -0.18350 -0.42
C 2.21832 3.91607 -0.93743 0.00
O 2.61052 2.76746 -0.95576 -0.78
C 2.95481 5.07365 -1.73335 0.78
F 2.39652 6.25303 -1.33310 -0.28
F 4.32148 4.97432 -1.55191 -0.26
F 2.65972 4.88125 -3.05000 -0.23
H -1.03584 3.00833 -1.26167 0.05
H -1.32747 4.51552 -0.50716 0.40
H -1.80403 2.91880 0.23189 0.33
H 0.78780 2.50815 0.43894 0.27
H 0.20376 3.87049 1.46217 0.30
```

Record 2
C22H42F4O17S5 | wB97M-V/def2-TZVPD

## Properties
LUMO energy = 0.21 eV
charge = 0
gap between HOMO and LUMO = 8.5 eV

The geometry in XYZ format:
```
90
Properties=species:S:1:pos:R:3:mulliken_charge:R:1
C 0.02639 -3.15224 -0.13768 0.29
C -0.51429 -4.53516 -0.55959 0.29
O -1.31722 -4.19497 -1.67011 -0.42
C -1.48399 -2.74694 -1.74458 0.27
O -2.23430 -2.25101 -2.49765 -0.46
O -0.62900 -2.16784 -0.88224 0.17
F -1.36604 -5.02839 0.40866 -0.31
H 1.11463 -2.97801 -0.29040 0.24
H -0.15713 -2.99680 0.89879 -0.34
H 0.21354 -5.32192 -0.80956 0.30
C -2.82624 -1.18348 4.66546 -0.54
C -3.18549 -1.60769 3.25942 0.54
O -2.83225 -0.52087 2.51984 0.17
C -2.25574 0.46288 3.26297 0.27
O -1.91010 1.55201 2.87944 -0.63
O -2.11851 0.06160 4.52205 -0.37
F -4.55826 -1.80184 3.19140 -0.36
H -2.27394 -1.89131 5.25059 0.24
H -3.77793 -0.98340 5.07556 0.37
H -2.69136 -2.48379 2.84010 0.13
C -2.19722 4.91979 1.36883 -0.26
C -2.51602 3.52211 0.89122 1.13
O -1.40606 3.14057 0.17734 0.08
C -0.72977 4.24014 -0.25119 0.34
O 0.19991 4.23044 -0.98043 -0.50
O -1.12051 5.32923 0.49506 -0.41
F -3.54598 3.56413 -0.03127 -0.33
H -1.96299 4.94898 2.45010 0.25
H -2.95323 5.62594 1.08599 0.35
H -2.62758 2.70770 1.61921 -0.41
C 2.91520 4.40490 3.14358 -0.64
C 1.82379 4.32555 2.10994 0.27
O 0.92003 3.37020 2.62522 -0.07
C 1.60544 2.53381 3.45930 0.40
O 1.23712 1.49075 3.82819 -0.38
O 2.81549 3.10395 3.78487 -0.38
F 2.51506 3.80619 0.98915 -0.32
H 2.74037 5.18674 3.84973 0.32
H 3.91653 4.44432 2.69538 0.31
H 1.36335 5.25500 1.83120 0.44
C 4.68820 -1.61774 -3.61762 -0.38
S 4.15625 -2.88366 -4.91324 0.48
O 5.43312 -3.60626 -5.18154 -0.67
C 3.19800 -3.80823 -3.69442 -0.57
H 5.44524 -1.90530 -2.88139 0.37
H 3.83448 -1.29095 -3.09459 -0.32
H 5.06784 -0.73375 -4.12223 0.35
H 2.54795 -3.11301 -3.17834 -0.07
H 3.94199 -4.25391 -3.05004 0.37
H 2.55210 -4.56003 -4.19917 0.36
C -4.43679 1.13927 -1.54463 -0.76
S -5.33446 0.23145 -0.28846 0.60
O -6.79029 0.23073 -0.56937 -0.70
C -4.74307 -1.46777 -0.59182 -0.35
H -4.49238 0.67157 -2.50740 0.45
H -3.40582 1.37077 -1.28156 0.02
H -4.97928 2.10740 -1.46787 0.31
H -3.65485 -1.41567 -0.80325 -0.40
H -5.22232 -1.86515 -1.49235 0.42
H -5.01106 -2.02433 0.27802 0.35
C 2.08720 1.51136 -6.52192 -1.00
S 1.28185 0.01505 -5.73946 0.42
O 2.03187 -0.57943 -4.59869 -0.37
C -0.11604 0.94514 -5.03021 -0.75
H 1.66886 1.51294 -7.53172 0.40
H 3.13453 1.22123 -6.64139 0.33
H 2.02879 2.50643 -6.04427 0.29
H 0.17268 1.85869 -4.45981 0.25
H -0.60316 0.22902 -4.31277 0.10
H -0.88289 1.24580 -5.75636 0.42
C 0.92381 -2.36116 5.46539 -1.06
S 1.04942 -2.75828 3.71770 0.37
O -0.10578 -2.09402 3.10364 -0.38
C 2.51743 -1.77293 3.39879 -0.65
H 1.83483 -2.66242 5.93848 0.50
H 0.17339 -2.99402 5.91434 0.35
H 0.79678 -1.26532 5.56099 0.21
H 2.92310 -1.91257 2.39091 0.20
H 3.29147 -2.18770 4.10523 0.45
H 2.38017 -0.70153 3.70974 0.06
C 0.94261 0.26975 0.93466 1.74
S 2.25842 0.06497 -0.31437 0.06
O 2.50966 -1.36037 -0.47283 -0.56
C 1.28535 0.59895 -1.69879 -0.09
H 1.32378 -0.13251 1.88762 -0.65
H 0.05811 -0.35338 0.70196 -0.31
H 0.83940 1.32021 1.06091 -0.50
H 0.32198 0.07002 -1.66568 -0.15
H 1.77257 0.49938 -2.66464 0.16
H 1.08926 1.68001 -1.56003 0.29
```

Record 3
C22H42IrNOP3 | wB97M-V/def2-TZVPD

## Properties
LUMO energy (spin up / spin down) = -13.58 / -17.90 eV
spin multiplicity = 6
charge = +4
⟨S²⟩ = 8.7656
relative energy (zero: lowest compared OMol25 entry of this formula, charge and spin) = 20.7 kcal/mol
gap between HOMO and LUMO (spin up / spin down) = 4.8 / 2.1 eV

The geometry in XYZ format:
```
70
Properties=species:S:1:pos:R:3:mulliken_charge:R:1
Ir 0.04935 0.16301 0.74501 1.26
P -1.73000 -1.31796 0.40743 0.59
P 1.34988 -0.52304 2.55653 1.06
P 1.37173 -1.09796 -0.51547 0.76
H 0.16538 2.79374 0.11718 0.87
C 0.11139 1.82447 -0.38224 -0.95
C -1.15279 1.69871 -1.01260 -1.68
H -2.06481 1.30360 -0.58570 0.28
C -3.41455 -0.62507 0.55519 -1.35
C -1.71704 -2.56006 1.74298 -1.34
C -1.86697 -2.31827 -1.12820 -1.16
C 2.76595 0.65542 2.67139 -1.45
C 0.55984 -0.43987 4.21272 -1.34
C 2.28370 -2.11904 2.83816 -1.44
C 1.05729 -0.93158 -2.31115 -0.88
C 1.33680 -2.91315 -0.21865 -1.43
C 3.18397 -0.78382 -0.46984 -1.45
H 1.00228 1.71821 -1.03141 0.67
H -1.26681 2.48340 -1.76643 0.81
H -3.59397 0.25046 -0.07885 0.42
H -3.61106 -0.34153 1.59371 0.45
H -4.13695 -1.40125 0.26990 0.55
H -1.75016 -2.06231 2.71822 0.28
H -0.83911 -3.21015 1.71872 0.32
H -2.61359 -3.18461 1.62497 0.55
H -1.83992 -1.67974 -2.02070 0.01
H -2.83804 -2.83897 -1.10850 0.59
H -1.07352 -3.07605 -1.19259 0.40
H 3.58113 0.12252 3.18619 0.51
H 2.46856 1.53146 3.25775 0.46
H 3.11283 0.96720 1.68050 0.29
H 1.21860 -0.96226 4.92268 0.66
H -0.42127 -0.93262 4.21250 0.26
H 0.45637 0.59811 4.55605 0.43
H 3.33323 -1.99429 2.51679 0.39
H 1.81896 -2.98240 2.34480 0.31
H 2.27813 -2.30245 3.92838 0.51
H 1.79994 -1.51870 -2.86295 0.64
H 1.14829 0.11744 -2.61378 -0.24
H 0.05729 -1.28570 -2.58264 0.31
H 1.15388 -3.44049 -1.16220 0.50
H 0.55601 -3.19908 0.49152 0.16
H 2.30174 -3.24750 0.17931 0.50
H 3.63063 -1.17204 -1.39659 0.53
H 3.66756 -1.29178 0.37465 0.36
H 3.40372 0.28596 -0.41081 0.37
C -1.22690 0.92812 -4.35378 0.62
C -0.11538 1.74868 -4.13515 -0.28
C 1.06400 1.47917 -4.83939 -0.26
C 1.10301 0.47585 -5.81171 -0.47
C -0.03394 -0.28975 -6.06678 -0.29
C -1.20257 -0.09070 -5.33090 -0.16
O -2.33181 1.10122 -3.55223 -0.37
H -2.77946 0.26924 -3.37818 0.39
H -0.16420 2.54741 -3.38941 0.60
H 1.94800 2.06366 -4.61418 0.49
H 2.02917 0.29672 -6.37087 0.50
H -0.00508 -1.06555 -6.82900 0.50
H -2.08649 -0.70483 -5.49238 0.56
C -1.49740 3.91388 3.61632 -0.39
C -0.23948 3.96929 3.00546 -1.16
C 0.22938 2.83652 2.34632 -0.27
N -0.52749 1.72955 2.17161 0.21
C -1.67195 1.61477 2.87600 -0.21
C -2.18683 2.70188 3.59550 -0.99
H -1.90966 4.79717 4.10268 0.46
H 0.40392 4.84927 3.03842 0.49
H 1.21487 2.86538 1.84668 0.80
H -2.19018 0.65368 2.85093 0.37
H -3.11745 2.54937 4.14214 0.49
```

Look up the charge of the first one. -1